(1)
Formula: C56H90N14
Source: OMol25
Level of theory: ωB97M-V/def2-TZVPD

Atoms and positions in Å:
C: -5.634 1.436 2.932
C: -5.754 0.597 1.604
C: -6.855 1.075 0.674
C: -6.940 0.266 -0.593
N: -6.944 -0.356 -1.558
H: -6.226 1.098 3.782
H: -5.887 2.485 2.779
H: -4.624 1.426 3.343
H: -5.719 -0.483 1.749
H: -4.855 0.790 1.018
H: -6.882 2.120 0.366
H: -7.708 0.865 1.320
C: -3.291 2.866 5.844
C: -1.894 2.619 5.357
C: -1.465 3.314 4.072
C: -1.166 4.837 4.019
N: -0.913 5.969 3.910
H: -3.890 3.359 5.078
H: -3.268 3.671 6.578
H: -3.678 1.951 6.294
H: -1.807 1.554 5.137
H: -1.275 2.830 6.229
H: -2.254 3.184 3.332
H: -0.486 2.984 3.725
C: -4.739 3.540 -0.838
C: -3.425 4.049 -0.167
C: -2.161 3.605 -0.908
C: -0.987 3.674 -0.047
N: -0.062 3.675 0.637
H: -4.764 2.459 -0.974
H: -4.837 3.859 -1.876
H: -5.581 3.896 -0.245
H: -3.431 3.871 0.908
H: -3.509 5.115 0.047
H: -2.041 4.138 -1.852
H: -2.243 2.543 -1.139
C: 1.085 0.254 0.902
C: 0.761 -0.179 -0.598
C: 0.120 -1.513 -0.808
C: -1.106 -1.683 0.074
N: -2.023 -1.826 0.813
H: 0.122 0.241 1.413
H: 1.525 1.240 1.051
H: 1.784 -0.466 1.326
H: 1.747 -0.287 -1.050
H: 0.079 0.488 -1.124
H: 0.923 -2.235 -0.655
H: -0.115 -1.565 -1.871
C: -3.484 -3.155 4.366
C: -2.863 -1.810 4.362
C: -1.375 -1.800 4.722
C: -0.435 -2.709 4.086
N: 0.324 -3.424 3.618
H: -4.558 -3.075 4.193
H: -3.394 -3.676 5.319
H: -3.206 -3.843 3.568
H: -3.366 -1.051 4.961
H: -2.830 -1.380 3.361
H: -1.069 -2.033 5.742
H: -1.075 -0.782 4.471
C: -1.727 1.676 -5.475
C: -2.734 0.846 -6.179
C: -3.723 0.245 -5.180
C: -3.044 -0.577 -4.218
N: -2.447 -1.200 -3.435
H: -2.150 2.139 -4.583
H: -1.610 2.582 -6.069
H: -0.826 1.124 -5.208
H: -2.357 0.150 -6.929
H: -3.371 1.517 -6.755
H: -4.482 -0.469 -5.501
H: -4.065 1.066 -4.551
C: 6.578 1.251 -3.412
C: 7.487 2.262 -2.632
C: 7.146 3.604 -3.092
C: 7.612 4.738 -2.305
N: 7.989 5.628 -1.716
H: 6.848 1.145 -4.463
H: 5.530 1.541 -3.488
H: 6.587 0.317 -2.850
H: 8.566 2.128 -2.709
H: 7.241 2.021 -1.597
H: 6.071 3.717 -3.235
H: 7.512 3.722 -4.111
C: 0.691 -5.119 0.416
C: 0.820 -5.615 -1.065
C: 1.677 -6.956 -1.298
C: 3.130 -6.901 -0.970
N: 4.154 -6.770 -0.586
H: -0.035 -4.306 0.430
H: 1.658 -4.703 0.701
H: 0.402 -5.865 1.157
H: 1.162 -4.751 -1.634
H: -0.200 -5.839 -1.379
H: 1.582 -7.425 -2.278
H: 1.282 -7.725 -0.635
C: 3.105 4.791 2.775
C: 3.460 3.890 3.986
C: 3.601 2.389 3.666
C: 4.199 2.165 2.347
N: 4.635 2.074 1.291
H: 3.786 4.710 1.927
H: 3.004 5.833 3.079
H: 2.119 4.607 2.350
H: 2.839 4.112 4.854
H: 4.410 4.326 4.296
H: 2.591 1.982 3.622
H: 4.112 1.871 4.478
C: -5.925 -4.019 1.812
C: -5.127 -3.048 0.856
C: -4.090 -3.906 0.026
C: -3.049 -4.612 0.780
N: -2.256 -5.259 1.429
H: -6.389 -4.617 1.028
H: -6.678 -3.489 2.397
H: -5.331 -4.731 2.386
H: -4.601 -2.386 1.543
H: -5.780 -2.487 0.187
H: -3.746 -3.393 -0.873
H: -4.652 -4.727 -0.419
N: 4.635 -1.996 3.773
C: 3.282 -1.913 3.572
C: 2.727 -1.119 4.510
C: 3.765 -0.813 5.457
C: 4.927 -1.364 4.949
H: 5.294 -2.363 3.101
H: 2.791 -2.437 2.766
H: 1.668 -0.970 4.661
H: 3.700 -0.239 6.370
H: 5.955 -1.431 5.271
N: 4.419 -1.020 0.212
C: 4.362 -0.318 -0.906
C: 4.087 -1.192 -1.969
C: 3.854 -2.423 -1.422
C: 4.012 -2.266 -0.019
H: 4.721 -0.727 1.130
H: 4.898 0.617 -0.849
H: 4.188 -0.889 -3.001
H: 3.598 -3.331 -1.949
H: 3.873 -2.938 0.815
N: 2.852 3.543 -1.315
C: 3.031 4.876 -1.083
C: 2.552 5.530 -2.202
C: 2.348 4.556 -3.217
C: 2.442 3.343 -2.617
H: 3.002 2.841 -0.605
H: 3.221 5.207 -0.073
H: 2.313 6.566 -2.395
H: 1.933 4.793 -4.185
H: 2.440 2.309 -2.929
N: 0.549 -4.457 -7.354
C: 0.658 -4.539 -8.652
C: -0.253 -3.694 -9.372
C: -0.897 -2.958 -8.329
C: -0.471 -3.525 -7.105
H: 1.251 -4.926 -6.799
H: 1.331 -5.234 -9.130
H: -0.295 -3.539 -10.440
H: -1.573 -2.116 -8.357
H: -0.762 -3.332 -6.083

Properties
energy above the lowest of the compared OMol25 structures with the same formula, charge and spin	266.3	kJ/mol
2S+1	1
Kohn-Sham gap	0.303	Eh

These are the Löwdin partial charges, in e, on atoms 1 to 2: C -0.078; C -0.236

=====

(2)
Formula: C36H37GeN9O2SSeTi
Source: OMol25
Level of theory: ωB97M-V/def2-TZVPD

Atoms and positions in Å:
Ti: -0.018 -0.183 -0.026
N: -0.400 1.491 4.027
C: 0.020 1.742 2.791
N: -0.137 0.648 2.072
C: -0.682 -0.246 2.955
N: -0.854 0.227 4.156
C: -1.067 -1.587 2.498
C: -1.602 -2.551 3.338
N: -1.991 -3.734 2.872
C: -1.844 -3.954 1.568
C: -1.297 -3.005 0.722
N: -0.905 -1.820 1.190
H: -0.411 2.108 4.825
H: 0.410 2.688 2.450
H: -1.722 -2.351 4.397
H: -2.174 -4.912 1.183
H: -1.178 -3.182 -0.337
C: -6.728 -1.906 -5.908
O: -5.588 -1.044 -5.886
C: -5.673 0.086 -5.164
C: -6.820 0.506 -4.502
C: -6.785 1.677 -3.756
C: -5.613 2.401 -3.618
C: -4.483 2.013 -4.352
C: -4.521 0.878 -5.127
N: -5.704 3.556 -2.766
N: -4.721 4.022 -2.152
C: -3.525 3.328 -1.838
C: -2.322 3.914 -2.127
C: -1.103 3.315 -1.761
C: -1.097 2.146 -1.071
O: 0.028 1.447 -0.734
C: -2.307 1.564 -0.683
N: -2.199 0.412 0.060
C: -3.316 -0.157 0.471
C: -4.583 0.378 0.218
C: -4.696 1.526 -0.520
C: -3.537 2.142 -1.033
H: -6.436 -2.772 -6.490
H: -7.578 -1.420 -6.386
H: -6.999 -2.215 -4.898
H: -7.743 -0.051 -4.584
H: -7.671 2.033 -3.242
H: -3.604 2.640 -4.364
H: -3.679 0.583 -5.741
H: -2.325 4.842 -2.686
H: -0.160 3.781 -2.026
H: -3.229 -1.066 1.049
H: -5.459 -0.118 0.614
H: -5.670 1.965 -0.692
S: 0.110 -2.461 -3.897
C: -1.202 -1.384 -4.064
C: -1.421 -0.648 -2.940
C: -0.503 -0.954 -1.889
C: 0.383 -1.932 -2.293
C: 1.392 -2.473 -1.390
C: 2.260 -3.515 -1.681
C: 3.125 -3.966 -0.702
C: 3.105 -3.372 0.555
C: 2.238 -2.329 0.767
N: 1.398 -1.873 -0.182
H: -1.752 -1.351 -4.996
H: -2.222 0.077 -2.878
H: 2.243 -3.964 -2.667
H: 3.806 -4.783 -0.908
H: 3.759 -3.704 1.351
H: 2.203 -1.829 1.723
C: 6.124 1.336 0.764
Ge: 4.896 2.524 1.695
C: 5.547 4.342 1.791
C: 4.420 1.774 3.428
C: 3.175 2.515 0.689
Se: 2.664 0.682 0.272
C: 3.141 0.687 -1.606
H: 7.051 1.244 1.333
H: 6.376 1.723 -0.227
H: 5.685 0.343 0.660
H: 6.484 4.355 2.352
H: 4.833 4.993 2.298
H: 5.740 4.736 0.792
H: 5.309 1.636 4.046
H: 3.947 0.797 3.291
H: 3.733 2.433 3.967
H: 3.225 3.062 -0.253
H: 2.383 2.961 1.293
H: 4.201 0.903 -1.681
H: 2.551 1.445 -2.113
H: 2.933 -0.291 -2.028

Properties
energy above the lowest of the compared OMol25 structures with the same formula, charge and spin	53.3	kJ/mol
2S+1	1
Kohn-Sham gap	0.211	Eh
charge	+2

These are the Löwdin partial charges, in e, on atoms 1 to 2: Ti 0.991; N 0.080

=====

(3)
Formula: C35H29AsBrN3RhS
Source: OMol25
Level of theory: ωB97M-V/def2-TZVPD

Atoms and positions in Å:
Rh: -0.777 1.573 0.613
C: 1.181 4.175 -0.426
C: 1.654 3.552 0.840
C: 2.695 4.154 1.550
C: 3.152 3.596 2.717
C: 2.564 2.428 3.176
C: 1.541 1.867 2.449
N: 1.086 2.414 1.290
C: 0.844 0.657 2.924
C: 1.298 -0.218 3.901
C: 0.486 -1.286 4.249
C: -0.728 -1.482 3.603
C: -1.079 -0.609 2.588
N: -0.301 0.426 2.303
C: -2.279 -0.710 1.732
C: -3.130 -1.786 1.805
C: -4.278 -1.792 1.025
C: -4.540 -0.709 0.227
C: -3.644 0.365 0.172
C: -4.020 1.567 -0.627
N: -2.502 0.332 0.888
H: 1.957 4.811 -0.849
H: 0.296 4.783 -0.230
H: 0.915 3.414 -1.150
H: 3.131 5.064 1.163
H: 3.952 4.062 3.278
H: 2.889 1.980 4.104
H: 2.262 -0.082 4.368
H: 0.803 -1.975 5.021
H: -1.373 -2.299 3.890
H: -2.908 -2.620 2.456
H: -4.965 -2.627 1.067
H: -5.444 -0.661 -0.364
H: -4.582 1.270 -1.511
H: -3.164 2.158 -0.919
H: -4.662 2.202 -0.011
S: -0.914 2.105 -1.658
C: -1.514 0.614 -2.411
C: -2.449 0.695 -3.436
C: -2.901 -0.463 -4.061
C: -2.430 -1.704 -3.662
C: -1.484 -1.790 -2.644
C: -1.018 -0.633 -2.040
As: 0.253 -0.574 -0.588
C: 0.683 -2.436 -0.294
C: 1.954 -2.925 -0.576
C: 2.232 -4.273 -0.378
C: 1.253 -5.126 0.110
C: -0.012 -4.635 0.407
C: -0.294 -3.291 0.213
C: 1.865 0.096 -1.420
C: 2.006 0.189 -2.798
C: 3.151 0.761 -3.337
C: 4.152 1.241 -2.505
C: 4.025 1.127 -1.126
C: 2.881 0.554 -0.586
H: -2.826 1.667 -3.730
H: -3.631 -0.392 -4.857
H: -2.791 -2.605 -4.140
H: -1.104 -2.758 -2.340
H: 2.722 -2.267 -0.960
H: 3.217 -4.654 -0.613
H: 1.475 -6.175 0.258
H: -0.778 -5.300 0.785
H: -1.285 -2.914 0.433
H: 1.222 -0.173 -3.452
H: 3.258 0.833 -4.412
H: 5.034 1.703 -2.930
H: 4.811 1.484 -0.474
H: 2.786 0.458 0.490
Br: -1.880 3.570 1.423

Properties
energy above the lowest of the compared OMol25 structures with the same formula, charge and spin	74.1	kJ/mol
2S+1	1
Kohn-Sham gap	0.238	Eh
charge	+1

These are the Löwdin partial charges, in e, on atoms 1 to 2: Rh 0.493; C -0.071

=====

(4)
Formula: C4H6Br2Cl2O2
Source: OMol25
Level of theory: ωB97M-V/def2-TZVPD

Atoms and positions in Å:
C: -0.457 1.694 0.302
C: -0.610 -0.505 -0.837
C: -1.361 0.459 0.005
C: 1.284 -1.038 -0.001
O: 1.157 -1.092 1.313
O: 1.925 0.005 -0.437
Cl: -1.667 -1.778 -1.146
Cl: 1.672 -2.543 -0.801
Br: -1.956 -0.242 1.743
Br: -3.075 1.135 -0.899
H: 0.351 1.349 1.004
H: -1.110 2.571 0.503
H: 0.043 1.853 -0.742
H: -0.141 -0.101 -1.820
H: 1.238 -1.970 1.770
H: 2.709 0.203 0.041

Properties
energy above the lowest of the compared OMol25 structures with the same formula, charge and spin	189.5	kJ/mol
2S+1	1
Kohn-Sham gap	0.328	Eh

These are the natural (NBO) partial charges, in e, on atoms 1 to 2: C -0.682; C -0.418

=====

(5)
Formula: C3H5NO
Source: OMol25
Level of theory: ωB97M-V/def2-TZVPD

Atoms and positions in Å:
C: 1.054 0.927 0.126
C: 0.133 0.008 -0.121
C: -1.547 -0.067 -0.073
N: 1.098 -0.941 -0.167
O: 2.059 0.039 0.049
H: 1.178 1.947 0.073
H: -1.701 -0.422 0.909
H: -1.671 0.935 -0.282
H: -1.825 -0.706 -1.004
H: 1.224 -1.720 0.490

Properties
energy above the lowest of the compared OMol25 structures with the same formula, charge and spin	442.3	kJ/mol
2S+1	1
Kohn-Sham gap	0.346	Eh

These are the natural (NBO) partial charges, in e, on atoms 1 to 2: C -0.019; C 0.056

=====

(6)
Formula: C39H45NO3PdSeSi
Source: OMol25
Level of theory: ωB97M-V/def2-TZVPD

Atoms and positions in Å:
Pd: 0.242 1.843 0.988
C: -3.627 -2.798 -7.260
C: -2.961 -2.319 -5.991
C: -3.336 -1.131 -5.377
C: -2.755 -0.694 -4.188
C: -3.198 0.606 -3.579
C: -1.754 -1.472 -3.557
Se: -1.013 -0.941 -1.887
C: -1.337 -2.659 -4.208
C: -0.235 -3.502 -3.629
C: -1.949 -3.060 -5.393
H: -4.289 -2.031 -7.667
H: -4.229 -3.695 -7.078
H: -2.889 -3.052 -8.027
H: -4.112 -0.523 -5.839
H: -3.966 1.090 -4.192
H: -2.347 1.282 -3.464
H: -3.590 0.439 -2.573
H: 0.537 -2.864 -3.199
H: 0.205 -4.152 -4.393
H: -0.612 -4.131 -2.815
H: -1.618 -3.982 -5.869
C: -2.049 0.290 1.490
C: -1.274 1.431 2.103
O: -1.626 2.108 3.007
H: -2.873 0.007 2.143
H: -1.404 -0.565 1.297
H: -2.421 0.612 0.516
C: 2.873 3.088 2.479
O: 3.333 1.884 1.915
H: 3.541 3.345 3.308
H: 1.859 3.008 2.877
H: 2.892 3.906 1.752
H: 2.604 1.360 1.521
O: 1.479 -0.026 1.091
Si: 1.526 -1.372 1.923
C: 1.830 -1.046 3.785
C: 2.463 -1.975 4.618
C: 2.699 -1.703 5.962
C: 2.282 -0.496 6.509
C: 1.631 0.434 5.708
C: 1.423 0.162 4.360
C: 0.023 -2.535 1.929
C: -0.295 -3.269 0.778
C: -1.363 -4.157 0.760
C: -2.138 -4.335 1.900
C: -1.848 -3.612 3.050
C: -0.778 -2.723 3.059
C: 2.972 -2.521 1.454
C: 4.189 -1.954 1.059
C: 5.292 -2.739 0.751
C: 5.205 -4.124 0.831
C: 4.007 -4.712 1.217
C: 2.907 -3.916 1.525
H: 2.782 -2.926 4.203
H: 3.210 -2.432 6.581
H: 2.469 -0.278 7.555
H: 1.283 1.368 6.133
H: 0.929 0.898 3.735
H: 0.299 -3.131 -0.119
H: -1.599 -4.700 -0.147
H: -2.968 -5.033 1.889
H: -2.459 -3.736 3.937
H: -0.562 -2.163 3.964
H: 4.261 -0.871 0.996
H: 6.222 -2.272 0.445
H: 6.065 -4.742 0.597
H: 3.928 -5.791 1.274
H: 1.983 -4.396 1.828
C: -2.256 6.455 -0.518
N: -1.611 5.771 0.585
C: -2.358 4.573 0.941
C: -0.184 5.476 0.335
C: 0.143 4.576 -0.840
C: 0.166 5.144 -2.117
C: 0.432 4.372 -3.240
C: 0.722 3.025 -3.080
C: 0.726 2.461 -1.809
C: 0.424 3.210 -0.654
H: -3.258 6.764 -0.205
H: -2.357 5.832 -1.420
H: -1.686 7.350 -0.781
H: -3.381 4.856 1.207
H: -1.892 4.097 1.800
H: -2.398 3.836 0.125
H: 0.193 5.007 1.246
H: 0.312 6.445 0.208
H: -0.022 6.209 -2.237
H: 0.407 4.821 -4.228
H: 0.946 2.411 -3.947
H: 0.959 1.408 -1.720

Properties
energy above the lowest of the compared OMol25 structures with the same formula, charge and spin	148.5	kJ/mol
2S+1	1
Kohn-Sham gap	0.199	Eh
charge	-2

These are the Löwdin partial charges, in e, on atoms 1 to 2: Pd 0.799; C -0.088

=====

(7)
Formula: H4O2
Source: OMol25
Level of theory: ωB97M-V/def2-TZVPD

Atoms and positions in Å:
H: 0.427 -1.421 0.332
H: 1.890 -1.061 0.725
H: -1.528 1.509 -0.092
H: -0.991 1.057 -1.493
O: 0.982 -1.159 1.028
O: -0.780 1.076 -0.500

Properties
SMILES	O.O
energy above the lowest of the compared OMol25 structures with the same formula, charge and spin	31.8	kJ/mol
2S+1	1
Kohn-Sham gap	0.439	Eh

These are the natural (NBO) partial charges, in e, on atoms 1 to 2: H 0.472; H 0.470

=====

(8)
Formula: C3H6N2O2
Source: OMol25
Level of theory: ωB97M-V/def2-TZVPD

Atoms and positions in Å:
C: -0.058 -0.780 1.588
C: 1.345 0.138 -0.235
C: -0.882 0.229 -0.635
H: 0.753 -0.326 2.362
H: 0.197 -2.002 1.428
H: -1.316 -0.826 2.031
H: 1.454 0.800 -1.126
H: -0.289 2.068 -1.276
H: -1.228 0.675 -2.529
N: 0.095 0.056 0.276
N: -0.502 1.023 -1.689
O: 2.254 -0.405 0.485
O: -1.822 -0.650 -0.679

Properties
SMILES	CN(C=O)C(N)=O
energy above the lowest of the compared OMol25 structures with the same formula, charge and spin	401.3	kJ/mol
2S+1	1
Kohn-Sham gap	0.383	Eh

These are the natural (NBO) partial charges, in e, on atoms 1 to 2: C -0.465; C 0.500

=====

(9)
Formula: C5H15NO
Source: OMol25
Level of theory: ωB97M-V/def2-TZVPD

Atoms and positions in Å:
C: -1.248 0.112 1.535
C: -0.113 1.126 1.421
N: 1.037 0.850 0.581
C: 1.656 -0.441 0.825
C: 1.015 -1.738 0.285
C: 0.717 1.038 -0.841
H: -0.999 -0.570 2.344
H: -1.540 -0.494 0.675
H: -2.177 0.628 1.807
H: -0.581 2.064 1.108
H: 0.227 1.370 2.422
H: 2.629 -0.405 0.342
H: 1.939 -0.495 1.871
H: -0.028 -1.928 0.452
H: 1.216 -1.703 -0.783
H: 1.596 -2.624 0.566
H: 0.229 0.140 -1.231
H: 0.092 1.900 -1.055
H: 1.666 1.264 -1.348
H: -1.664 -0.154 -3.539
H: -3.081 0.025 -4.131
O: -2.589 0.037 -3.307

Properties
SMILES	CCN(C)CC.O
energy above the lowest of the compared OMol25 structures with the same formula, charge and spin	138.4	kJ/mol
2S+1	1
Kohn-Sham gap	0.333	Eh

These are the natural (NBO) partial charges, in e, on atoms 1 to 2: C -0.647; C -0.217

=====

(10)
Formula: C4H7N3O
Source: OMol25
Level of theory: ωB97M-V/def2-TZVPD

Atoms and positions in Å:
C: 0.824 -1.583 0.273
C: 1.268 0.995 0.267
C: -0.213 0.571 -0.107
C: -1.132 1.629 -0.123
H: -1.840 -1.427 -1.210
H: -1.926 -0.867 0.462
H: 0.724 -2.592 1.065
H: 1.281 2.063 -0.037
H: 1.902 0.599 1.142
H: -2.248 1.333 -0.180
H: -0.796 2.625 -0.045
N: -1.548 -1.556 -0.301
N: -0.371 -0.882 -0.245
N: 1.972 -1.106 -0.227
O: 2.102 0.200 -0.735

Properties
SMILES	C=C1CON=CN1N
energy above the lowest of the compared OMol25 structures with the same formula, charge and spin	724.0	kJ/mol
2S+1	1
Kohn-Sham gap	0.335	Eh

These are the natural (NBO) partial charges, in e, on atoms 1 to 2: C 0.157; C -0.155